Entry 1:
DFT (ωB97M-V/def2-TZVPD) results for a gas-phase ion, C25H27B2Cl3F3O3S (charge -1).

Summary:
electronic energy: -90418.550 eV
maximum force: 7.11 eV Å⁻¹
total charge: -1
relative energy (zero: lowest compared OMol25 entry of this formula, charge and spin): 102.3 kcal/mol
M: 592.53 g/mol
HOMO-LUMO gap: 0.193 hartree

CARTESIAN COORDINATES (ANGSTROEM)
Cl1 1.85 -1.30 4.51
B1 2.51 -1.44 2.82
Cl2 4.34 -1.17 2.74
Cl3 2.01 -3.13 2.06
O1 1.74 -0.38 2.00
C1 1.71 -0.57 0.68
C2 2.83 0.02 -0.11
C3 3.39 -0.69 -1.16
C4 4.61 -0.34 -1.71
C5 5.26 0.80 -1.25
C6 4.71 1.59 -0.25
C7 3.48 1.21 0.31
H1 1.48 -1.63 0.37
H2 2.79 -1.52 -1.55
H3 5.00 -0.95 -2.52
H4 6.20 1.12 -1.75
H5 5.19 2.51 0.13
H6 3.01 1.85 1.09
C8 -5.68 1.16 0.14
C9 -4.34 0.62 -0.15
C10 -4.00 -0.20 -1.24
C11 -2.69 -0.72 -1.22
C12 -1.93 -0.32 -0.07
B2 0.01 0.04 -0.14
C13 -1.03 -1.09 0.72
C14 -1.03 -2.52 0.44
C15 -1.28 -3.51 1.35
C16 -1.34 -3.22 2.70
C17 -1.61 -4.34 3.68
F1 -0.78 -4.26 4.76
F2 -2.89 -4.34 4.17
F3 -1.44 -5.58 3.12
C18 -1.22 -1.88 3.13
C19 -0.99 -0.89 2.23
O2 0.40 -0.11 -1.47
C20 0.30 1.21 -2.06
C21 1.56 1.51 -2.84
C22 -0.79 1.13 -3.11
C23 -0.02 2.22 -0.84
C24 1.10 3.15 -0.44
C25 -1.30 3.00 -1.00
O3 -0.11 1.35 0.32
S1 -2.93 0.86 0.78
H7 -6.44 0.84 -0.58
H8 -6.05 0.77 1.09
H9 -5.73 2.25 0.17
H10 -4.77 -0.43 -1.97
H11 -2.32 -1.47 -1.92
H12 -1.00 -2.77 -0.62
H13 -1.42 -4.56 1.00
H14 -1.32 -1.64 4.18
H15 -0.77 0.10 2.61
H16 1.37 2.36 -3.54
H17 2.39 1.74 -2.17
H18 1.81 0.65 -3.48
H19 -0.90 2.10 -3.61
H20 -0.45 0.36 -3.82
H21 -1.76 0.84 -2.70
H22 1.37 3.85 -1.25
H23 0.80 3.70 0.47
H24 1.96 2.55 -0.17
H25 -1.10 3.76 -1.77
H26 -2.13 2.36 -1.29
H27 -1.57 3.44 -0.03



Entry 2:
DFT (ωB97M-V/def2-TZVPD) results for a molecular structure, C37H36BCl5N8O2S2W.

Summary:
electronic energy: -141754.298 eV
maximum force: 1.29 eV Å⁻¹
spin multiplicity: 3
<S²>: 2.0494
M: 1060.80 g/mol
HOMO-LUMO gap (alpha / beta): 0.237 / 0.234 hartree

CARTESIAN COORDINATES (ANGSTROEM)
W1 0.32 -0.21 -0.53
C1 2.41 -3.90 0.27
C2 1.82 -2.53 0.22
N1 1.14 -2.10 -0.82
N2 1.07 -2.94 -1.91
C3 0.37 -2.42 -2.86
S1 -0.33 -0.86 -2.82
S2 0.12 -3.31 -4.36
C4 0.10 -5.04 -3.78
C5 -1.24 -5.46 -3.24
C6 -2.18 -6.02 -4.09
C7 -3.44 -6.38 -3.63
C8 -3.76 -6.19 -2.29
C9 -2.82 -5.65 -1.43
C10 -1.57 -5.29 -1.90
C11 1.50 -1.65 2.64
C12 2.39 -1.13 3.77
C13 1.57 -0.83 5.01
C14 0.30 -0.41 4.90
C15 -0.37 -0.29 3.61
C16 0.20 -0.81 2.51
O1 -0.36 -0.74 1.30
H1 1.65 -4.67 0.12
H2 2.93 -4.07 1.21
H3 3.12 -4.01 -0.55
H4 0.90 -5.16 -3.06
H5 0.34 -5.61 -4.67
H6 -1.94 -6.16 -5.14
H7 -4.16 -6.81 -4.31
H8 -4.75 -6.46 -1.93
H9 -3.07 -5.49 -0.39
H10 -0.84 -4.87 -1.22
H11 3.09 -1.94 4.00
H12 2.05 -0.89 5.97
H13 -0.25 -0.14 5.78
H14 -1.32 0.20 3.52
C17 -2.64 3.97 2.25
C18 -1.16 3.89 2.07
C19 -0.16 4.77 2.51
C20 1.02 4.24 2.07
C21 2.36 4.85 2.36
N3 0.73 3.10 1.38
N4 -0.63 2.90 1.41
B1 1.41 1.98 0.62
N5 2.18 0.86 1.38
N6 2.05 -0.30 0.70
C22 2.04 -1.51 1.24
C23 1.06 -3.08 2.97
C24 3.21 0.08 3.45
C25 3.07 0.97 2.46
C26 4.03 2.11 2.30
N7 2.04 2.18 -0.79
N8 1.77 1.07 -1.55
C27 2.58 1.10 -2.61
C28 2.67 0.05 -3.66
C29 3.34 2.28 -2.56
C30 2.97 2.93 -1.40
C31 3.43 4.24 -0.87
H15 -2.91 4.16 3.29
H16 -3.10 3.04 1.93
H17 -3.06 4.78 1.65
H18 -0.27 5.68 3.08
H19 2.18 5.78 2.89
H20 2.93 5.10 1.46
H21 2.98 4.23 3.00
H22 0.34 1.45 0.22
H23 0.38 -3.48 2.22
H24 0.53 -3.06 3.92
H25 1.91 -3.75 3.08
H26 3.99 0.30 4.16
H27 4.35 2.52 3.26
H28 3.60 2.92 1.71
H29 4.92 1.77 1.76
H30 1.84 0.11 -4.36
H31 2.67 -0.95 -3.23
H32 3.60 0.18 -4.21
H33 4.05 2.61 -3.29
H34 3.94 4.79 -1.66
H35 4.13 4.13 -0.04
H36 2.58 4.84 -0.53
Cl1 -6.39 2.84 -2.67
C32 -4.98 2.04 -2.07
C33 -3.72 2.56 -2.32
Cl2 -3.55 4.01 -3.24
C34 -2.58 1.92 -1.83
Cl3 -1.02 2.58 -2.15
C35 -2.67 0.75 -1.07
O2 -1.67 0.10 -0.55
C36 -3.97 0.23 -0.84
Cl4 -4.10 -1.21 0.09
C37 -5.10 0.87 -1.32
Cl5 -6.66 0.22 -1.00



Entry 3:
DFT (ωB97M-V/def2-TZVPD) results for a molecular structure, C25H18F5GeNSZr.

Summary:
electronic energy: -109897.786 eV
maximum force: 0.61 eV Å⁻¹
total charge: +3
relative energy (zero: lowest compared OMol25 entry of this formula, charge and spin): 2.0 kcal/mol
spin multiplicity: 2
<S²>: 0.7620
M: 623.32 g/mol
HOMO-LUMO gap (alpha / beta): 0.230 / 0.259 hartree

CARTESIAN COORDINATES (ANGSTROEM)
Zr1 -0.07 0.86 0.57
F1 -2.67 1.48 -5.78
C1 -2.35 0.92 -4.65
C2 -1.84 1.70 -3.61
F2 -1.68 3.00 -3.76
C3 -1.52 1.07 -2.43
F3 -1.00 1.83 -1.39
C4 -1.67 -0.29 -2.22
S1 -1.26 -1.05 -0.67
C5 -2.17 -1.05 -3.26
F4 -2.32 -2.36 -3.12
C6 -2.51 -0.46 -4.48
F5 -2.99 -1.19 -5.45
C7 1.26 -3.07 -1.92
Ge1 1.05 -1.64 -0.67
C8 2.17 -0.04 -0.85
C9 2.05 1.36 -0.83
C10 3.16 2.21 -0.87
C11 4.43 1.66 -0.95
C12 4.58 0.28 -0.98
C13 3.47 -0.56 -0.92
C14 0.79 -2.03 1.21
C15 0.17 -3.22 1.50
C16 -0.60 -3.39 2.68
C17 -0.90 -2.32 3.47
C18 -0.30 -1.06 3.22
C19 -0.61 0.08 4.00
C20 0.02 1.28 3.78
C21 1.12 1.34 2.90
C22 1.50 0.22 2.15
C23 0.65 -0.94 2.15
H1 2.09 -3.71 -1.60
H2 1.48 -2.68 -2.92
H3 0.34 -3.65 -1.94
H4 1.11 1.91 -0.94
H5 3.01 3.28 -0.87
H6 5.30 2.30 -0.99
H7 5.57 -0.16 -1.05
H8 3.66 -1.63 -0.94
H9 0.22 -4.06 0.81
H10 -1.02 -4.36 2.90
H11 -1.58 -2.42 4.30
H12 -1.36 -0.01 4.78
H13 -0.25 2.16 4.35
H14 1.74 2.23 2.88
H15 2.47 0.20 1.67
C24 -4.23 2.88 1.91
C25 -2.96 2.26 1.57
N1 -1.95 1.78 1.30
H16 -5.01 2.11 1.88
H17 -4.44 3.66 1.18
H18 -4.16 3.31 2.91



Entry 4:
DFT (ωB97M-V/def2-TZVPD) results for C19H20O5 in the gas phase.

Summary:
electronic energy: -30264.937 eV
maximum force: 1.10 eV Å⁻¹
relative energy (zero: lowest compared OMol25 entry of this formula, charge and spin): 0.0 kcal/mol
M: 328.36 g/mol
HOMO-LUMO gap: 0.313 hartree

CARTESIAN COORDINATES (ANGSTROEM)
C1 -0.25 -3.63 3.78
O1 -0.71 -2.67 2.83
C2 -1.16 -1.51 3.33
O2 -1.22 -1.29 4.51
C3 -1.59 -0.51 2.27
C4 -0.40 -0.07 1.42
O3 0.08 1.03 1.53
C5 0.07 -1.11 0.43
C6 1.32 -0.68 -0.35
O4 2.33 -1.34 -0.25
C7 1.17 0.51 -1.16
C8 2.22 0.97 -1.88
C9 2.25 2.14 -2.73
C10 1.16 2.98 -2.91
C11 1.24 4.08 -3.74
C12 2.42 4.36 -4.41
C13 3.52 3.53 -4.25
C14 3.44 2.43 -3.42
C15 -1.12 -1.46 -0.47
O5 -1.13 -1.28 -1.65
C16 -2.27 -2.02 0.33
C17 -2.76 -1.00 1.37
C18 -3.33 0.22 0.65
C19 -3.84 -1.63 2.24
H1 -1.06 -3.90 4.45
H2 0.57 -3.22 4.36
H3 0.08 -4.49 3.20
H4 -1.93 0.37 2.83
H5 0.32 -2.02 0.99
H6 0.21 1.00 -1.16
H7 3.14 0.41 -1.81
H8 0.23 2.78 -2.39
H9 0.39 4.73 -3.87
H10 2.49 5.22 -5.06
H11 4.44 3.74 -4.77
H12 4.29 1.79 -3.29
H13 -1.94 -2.93 0.83
H14 -3.08 -2.27 -0.35
H15 -4.14 -0.08 -0.02
H16 -2.57 0.72 0.05
H17 -3.73 0.94 1.36
H18 -4.16 -0.94 3.02
H19 -4.71 -1.89 1.63
H20 -3.49 -2.54 2.72



Entry 5:
DFT (ωB97M-V/def2-TZVPD) results for 2 unconnected molecules or ions with the total composition C3H9NO.

Summary:
electronic energy: -6783.264 eV
maximum force: 6.25 eV Å⁻¹
total charge: +1
relative energy (zero: lowest compared OMol25 entry of this formula, charge and spin): 70.2 kcal/mol
spin multiplicity: 2
<S²>: 0.7557
M: 75.11 g/mol
HOMO-LUMO gap (alpha / beta): 0.338 / 0.172 hartree

CARTESIAN COORDINATES (ANGSTROEM)
C1 -0.88 -0.08 -1.66
N1 0.29 -0.98 -1.30
H1 -0.39 0.90 -1.44
H2 -1.77 -0.25 -1.05
H3 -1.27 -0.18 -2.75
H4 0.38 -1.86 -1.72
H5 1.08 -0.45 -1.73
C2 0.99 1.13 1.68
C3 0.15 0.15 2.04
O1 -1.00 -0.25 1.31
H6 1.71 1.39 2.43
H7 1.01 1.57 0.66
H8 0.25 -0.36 2.95
H9 -0.54 -0.76 0.58



Entry 6:
DFT (ωB97M-V/def2-TZVPD) results for a molecular structure, C49H36CoN13OS.

Summary:
electronic energy: -121270.174 eV
maximum force: 7.37 eV Å⁻¹
total charge: -1
relative energy (zero: lowest compared OMol25 entry of this formula, charge and spin): 115.9 kcal/mol
spin multiplicity: 4
<S²>: 3.8270
M: 913.92 g/mol
HOMO-LUMO gap (alpha / beta): 0.172 / 0.155 hartree

CARTESIAN COORDINATES (ANGSTROEM)
Co1 -0.41 -0.65 0.92
C1 -3.97 -6.28 0.00
C2 -4.40 -5.65 -1.10
C3 -4.09 -4.39 -1.40
C4 -3.20 -3.67 -0.58
C5 -2.52 -2.34 -0.66
N1 -1.66 -2.27 0.24
C6 -1.60 -3.44 1.04
N2 -0.95 -3.64 2.18
C7 -0.13 -2.79 2.81
C8 0.66 -3.12 3.98
C9 0.57 -4.22 4.84
C10 1.30 -4.27 6.07
C11 2.10 -3.17 6.46
C12 2.09 -2.05 5.64
C13 1.33 -2.04 4.44
C14 1.01 -1.02 3.41
N3 1.58 0.19 3.39
C15 1.30 1.14 2.57
N4 0.29 1.27 1.58
C16 0.15 2.54 1.27
N5 -0.91 3.06 0.58
C17 -1.55 2.77 -0.40
N6 -2.53 0.46 0.66
C18 -2.71 -0.37 -1.82
N7 -2.99 -1.63 -1.77
C19 -2.96 0.43 -2.99
C20 -3.53 0.15 -4.14
C21 -4.06 1.21 -4.90
C22 -4.34 2.39 -4.30
C23 -4.05 2.62 -2.86
C24 -2.18 2.03 -1.36
C25 1.05 3.39 1.98
C26 1.53 4.70 1.98
C27 2.52 5.07 2.79
C28 3.23 4.18 3.63
C29 2.78 2.85 3.60
C30 1.77 2.50 2.77
N8 0.11 -1.48 2.45
C31 -2.69 -4.33 0.51
C32 -2.98 -5.70 0.75
H1 -4.22 -7.24 0.36
H2 -5.04 -6.22 -1.80
H3 -4.35 -3.92 -2.31
H4 -0.10 -5.00 4.68
H5 1.23 -5.04 6.79
H6 2.67 -3.30 7.40
H7 2.69 -1.12 5.88
H8 -3.63 -0.81 -4.61
H9 -4.32 1.04 -5.97
H10 -5.11 3.07 -4.76
H11 -4.07 3.67 -2.62
H12 0.93 5.47 1.43
H13 2.63 6.14 2.82
H14 4.16 4.39 4.17
H15 3.25 2.17 4.20
H16 -2.68 -6.28 1.59
S1 1.73 -1.19 -0.28
C33 1.26 -0.20 -1.54
N9 2.10 0.26 -2.43
N10 1.55 0.90 -3.57
C34 1.01 2.19 -3.37
C35 0.24 2.79 -4.30
C36 -0.14 4.13 -4.25
C37 0.06 4.88 -3.07
C38 0.91 4.25 -2.12
C39 1.39 2.99 -2.26
N11 -0.19 0.14 -1.68
N12 -0.84 0.07 -0.66
C40 -2.16 0.52 -0.66
C41 -2.76 1.90 -2.69
C42 -5.33 2.14 -1.99
C43 -5.58 1.88 -0.68
C44 -4.92 1.56 0.57
C45 -3.75 0.91 1.03
H17 0.86 0.24 -3.86
H18 -0.01 2.31 -5.28
H19 -0.58 4.74 -5.11
H20 -0.39 5.90 -3.00
H21 1.10 4.88 -1.22
H22 2.01 2.49 -1.54
H23 -2.07 2.31 -3.42
H24 -6.26 2.40 -2.50
H25 -6.76 1.85 -0.75
H26 -5.65 1.81 1.35
H27 -3.69 0.96 2.11
C46 5.32 0.29 -0.80
N13 5.91 -1.06 -0.58
C47 5.27 -2.05 -1.39
C48 6.65 -1.29 0.54
C49 6.71 -2.73 0.95
O1 7.20 -0.38 1.17
H28 5.66 0.75 -1.73
H29 5.69 0.97 -0.01
H30 4.21 0.29 -0.72
H31 5.85 -2.90 -1.68
H32 5.02 -1.56 -2.32
H33 4.32 -2.41 -0.98
H34 5.70 -3.17 1.27
H35 7.36 -2.89 1.79
H36 7.00 -3.31 0.09